[1]
The following is a quantum chemistry calculation of a cluster of 9 separate species, C25H30Cl25FO6S2 in total, from the OMol25 dataset.

Each line ends with the Löwdin charge.
Element x y z (Å)
Cl  7.9957  0.8305  2.7240  0.489
Cl  5.1390  -1.9624  -4.9050  0.543
Cl  -1.1011  -7.4110  -1.0468  0.519
Cl  -1.2725  -5.5279  5.3512  0.535
Cl  -3.5265  -1.4600  1.6390  0.535
Cl  4.1168  -1.9904  -7.6284  0.527
Cl  -0.4747  -6.4468  2.7084  0.542
Cl  -9.6974  0.4242  5.5329  0.518
Cl  -6.8135  0.8044  5.5601  0.490
Cl  -6.2742  -1.4308  2.5851  0.527
Cl  -1.8312  -3.8919  3.0121  0.519
Cl  1.7716  3.5160  -3.4606  0.638
Cl  0.8401  -5.8531  -2.5529  0.543
Cl  -5.1145  0.9712  1.4314  0.566
Cl  4.8193  0.5768  0.9106  0.588
Cl  3.0374  2.5750  2.0515  0.558
Cl  -3.3926  0.0060  6.0951  0.503
Cl  5.6587  -4.2456  -6.6310  0.529
Cl  9.3736  -0.8126  4.6890  0.526
Cl  -7.9382  -1.8239  6.0936  0.513
Cl  -1.3375  -4.5132  -1.1656  0.572
Cl  10.8996  0.6354  2.6799  0.519
Cl  -3.9988  0.7257  8.8474  0.513
Cl  -2.6180  2.6158  7.1197  0.513
Cl  5.2317  1.5077  3.6345  0.511
S  0.9968  -2.4070  1.3177  0.737
S  -1.5007  -0.5629  -1.6086  0.775
F  0.8971  -2.7555  -3.8536  -0.105
O  -2.7972  -1.2496  -1.1827  -0.401
O  -1.5854  -0.4009  -3.0975  -0.290
O  1.2094  -2.1680  2.8099  -0.422
O  -0.2031  -1.5395  -1.1934  -0.274
O  1.8737  -3.5749  0.9274  -0.383
O  3.3233  3.5955  -1.2875  -0.030
C  -1.6467  5.1089  -1.0886  -0.095
C  1.0191  0.6926  -1.6951  -0.236
C  -3.4732  2.8405  -4.8397  -0.063
C  2.1551  -1.7233  -1.8924  -0.070
C  -2.8468  0.9063  7.5162  -1.541
C  9.4578  0.6557  3.7060  -1.530
C  1.0550  -0.8033  -1.1108  -0.417
C  2.6263  2.8307  -2.0053  -0.670
C  -5.1463  -0.7979  1.3794  -1.494
C  5.4405  -2.4917  -6.5675  -1.529
C  -8.1703  -0.0786  6.2724  -1.537
C  -2.3715  4.9701  -3.7005  -0.042
C  0.0062  1.6983  -0.9567  -0.131
C  -3.3505  2.1611  -3.4577  -0.027
C  1.4917  -0.8351  0.4690  -0.162
C  2.5446  1.2571  -1.6428  -0.109
C  -0.2152  -5.8811  -1.1332  -1.539
C  1.9109  -1.7917  -3.4754  -0.147
C  -2.6838  1.9761  -0.8123  -0.151
C  -0.7003  -5.0351  3.7515  -1.516
C  -2.2517  4.2767  -2.3079  -0.170
C  -1.4168  1.0143  -0.6486  -0.286
C  -2.9463  4.2891  -4.9758  -0.067
C  -2.7484  2.7870  -2.1792  -0.127
C  4.6962  1.9587  2.0116  -1.491
H  -1.0062  4.4927  -0.3732  0.066
H  -2.6162  2.7660  0.0316  0.129
H  1.0435  0.0774  1.0078  0.114
H  2.6295  -0.7394  0.4893  0.060
H  1.7243  -0.7851  -3.9767  0.125
H  2.8952  -2.1932  -3.9326  0.046
H  9.5255  1.5118  4.3744  0.018
H  0.7323  0.7137  -2.8163  0.138
H  -0.0885  2.6826  -1.5543  0.092
H  3.2295  0.7389  -2.4114  0.137
H  -3.6428  1.3811  -0.5850  0.063
H  1.9622  -2.7947  -1.4970  0.125
H  -1.0990  6.0306  -1.4835  0.081
H  -3.9200  2.2143  -5.6893  0.095
H  -5.4889  -1.1064  0.3932  0.027
H  5.3470  2.7495  1.6426  0.027
H  -1.9995  6.0412  -3.8123  0.088
H  -1.3886  0.7071  0.4683  0.141
H  6.3568  -2.0194  -6.9161  0.016
H  -3.0073  4.7810  -6.0029  0.087
H  -8.2110  0.1545  7.3346  0.015
H  3.2122  -1.4250  -1.5879  0.127
H  0.4056  -5.7935  -0.2428  -0.016
H  -1.8896  0.4975  7.8339  0.015
H  -3.7283  1.0759  -3.3641  0.103
H  3.0369  1.1441  -0.6208  0.026
H  -2.5379  5.5194  -0.4718  0.094
H  -0.3633  -2.6422  1.1187  0.038
H  0.2614  -4.5373  3.8687  0.008
H  0.4828  2.0151  0.0514  0.122

Atoms 1-3, force components in eV/Å:
Cl 0.74 -0.17 0.00
Cl 0.32 0.03 -0.14
Cl 0.07 0.09 0.04

Results
**Charge**: 0
**Calculated total energy**: -13822.7505 Eh
**SMILES string**: Cc1ccccc1C[C@@H]1C[C@@H](CC(=O)Cl)[C@@](CCF)(C[SH](=O)=O)OS1(=O)=O.ClC(Cl)Cl.ClC(Cl)Cl.ClC(Cl)Cl.ClC(Cl)Cl.ClC(Cl)Cl.ClC(Cl)Cl.ClC(Cl)Cl.ClC(Cl)Cl

[2]
The following is a quantum chemistry calculation of a structure of composition F4H4HfO2Pb, from the OMol25 dataset.

Each line ends with the Löwdin charge.
Element x y z (Å)
Pb  1.3898  -1.8004  -1.3861  1.881
Hf  0.2920  2.3785  0.6171  2.419
F  -0.6527  1.3734  2.6131  -0.434
F  -1.0795  2.0414  -1.3338  -0.492
F  2.2707  1.6733  1.6941  -0.480
F  0.3933  -0.0087  0.2088  -0.649
O  -0.6292  -1.7448  2.0647  0.538
O  -0.4870  -0.3890  -2.6380  -0.136
H  -0.6070  -0.3081  -3.5842  0.099
H  -0.0099  -1.2690  1.5112  0.065
H  -0.0941  -2.3958  2.5187  0.184
H  -0.7864  0.4492  -2.2857  0.005

Atoms 1-3, force components in eV/Å:
Pb -1.15 1.43 -0.89
Hf -0.29 -6.98 3.64
F 1.66 2.05 -4.50

Results
**Charge**: +3
**Calculated total energy**: -791.8143 Eh
**Multiplicity**: 2

[3]
The following is a quantum chemistry calculation of the molecule C5H6N2S, from the OMol25 dataset.

Each line ends with the Löwdin charge.
Element x y z (Å)
S  -0.6441  1.5677  -0.0033  0.703
N  -3.5352  -0.7287  0.0032  0.161
N  1.9941  -0.0056  0.0016  -0.043
C  1.2529  -1.1099  -0.0017  -0.106
C  -1.0057  -0.0702  0.0048  -0.756
C  3.4461  0.0044  0.0024  -0.061
C  -2.4132  -0.4260  0.0046  -0.278
C  -0.1362  -1.1704  -0.0099  -0.145
H  1.8102  -2.0496  0.0165  0.131
H  1.4907  0.8901  0.0040  0.020
H  -0.5626  -2.1657  -0.0057  0.106
H  3.8199  -1.0338  -0.0081  0.090
H  3.8472  0.5436  0.8883  0.098
H  3.8241  0.5044  -0.8767  0.079

Atoms 1-3, force components in eV/Å:
S -0.04 -0.47 0.03
N 1.51 0.42 0.00
N -0.20 -0.23 0.04

Results
**Charge**: 0
**Calculated total energy**: -701.7879 Eh
**SMILES string**: CN/C=C\C(=S)C#N

[4]
The following is a quantum chemistry calculation of a structure of composition C21H30GeIrN6S2, from the OMol25 dataset.

Each line ends with the Löwdin charge.
Element x y z (Å)
Ir  -0.3305  0.2977  0.2833  0.809
Ge  1.3780  3.0178  1.8516  0.794
S  -1.7329  1.9087  -0.8481  0.573
S  -2.3728  -0.9320  1.4768  0.659
N  -3.2431  0.5591  3.4569  0.038
N  -0.0410  0.9507  -2.6801  -0.023
N  -1.2101  2.8041  -3.3123  0.114
N  -1.4894  -0.8375  3.9757  0.031
N  0.3371  0.0917  -1.7554  -0.091
N  0.5724  -1.7148  0.1532  -0.034
C  0.9170  -1.0461  -2.0990  -0.158
C  1.3838  -3.8026  0.9797  -0.021
C  -1.4460  -0.4178  5.3631  -0.154
C  0.7246  -2.4779  -4.1268  -0.031
C  -2.3499  -0.3502  3.0843  -0.814
C  -3.3372  1.0940  4.8018  -0.150
C  2.0322  -4.0598  -0.2335  -0.018
C  0.6941  4.4436  3.0679  -0.216
C  1.1574  -1.9780  -1.0522  -0.194
C  0.1637  1.4283  2.0089  -0.450
C  1.9002  -0.3772  -4.2613  -0.029
C  1.9258  -3.1402  -1.2434  0.020
C  3.1884  2.4095  2.3964  -0.223
C  1.2062  -1.3241  -3.5112  -0.191
C  2.1291  -0.5893  -5.6065  -0.059
C  1.6443  -1.7362  -6.2168  -0.064
C  0.9385  -2.6722  -5.4783  -0.065
C  -0.9027  1.8691  -2.3937  -0.820
C  0.6876  -2.6252  1.1205  -0.128
C  1.4283  3.7669  0.0145  -0.229
C  -2.8366  0.0440  5.7890  -0.145
H  -0.2592  4.8173  2.7091  0.013
H  -3.8830  0.8792  2.7465  0.140
H  2.1037  4.6167  -0.0069  0.017
H  -2.7360  2.0056  4.8829  0.129
H  2.6059  -4.9626  -0.3650  0.121
H  0.4433  4.1085  -0.2872  -0.003
H  0.1618  -3.1988  -3.5514  0.122
H  -2.0120  3.3926  -3.1711  0.095
H  0.5668  4.0987  4.0889  0.008
H  -0.7167  0.3941  5.4849  0.129
H  -4.3782  1.3522  4.9985  0.131
H  -3.5159  -0.8084  5.7867  0.126
H  0.5449  -3.5539  -5.9616  0.110
H  -2.8020  0.4549  6.7960  0.124
H  -0.8302  -1.5330  3.6618  0.115
H  1.3945  5.2732  3.0832  0.016
H  1.4301  -4.5081  1.7913  0.114
H  2.4187  -3.2829  -2.1908  0.126
H  2.6812  0.1418  -6.1775  0.110
H  1.8159  -1.8964  -7.2690  0.109
H  1.7796  3.0331  -0.7045  0.002
H  -0.8468  2.6909  -4.2452  0.114
H  0.6053  0.7529  2.7498  -0.020
H  2.2718  0.5122  -3.7743  0.115
H  3.1654  1.9300  3.3707  0.010
H  -1.1141  -1.2639  5.9687  0.131
H  -0.8022  1.7826  2.3769  -0.035
H  3.8687  3.2540  2.4551  0.015
H  3.5854  1.7010  1.6752  0.011
H  0.1773  -2.4043  2.0481  0.074

Atoms 1-3, force components in eV/Å:
Ir -2.49 -1.30 -2.10
Ge -0.06 -0.09 -0.22
S 0.61 0.04 1.11

Results
**Charge**: +1
**Calculated total energy**: -4124.1635 Eh